Entry 1:
# C8H14ClFN2

A gas-phase ion, C8H14ClFN2 (charge +2) (ωB97M-V/def2-TZVPD, OMol25).

CARTESIAN COORDINATES (ANGSTROEM)
C (1.0827, 2.3881, 1.0682)
C (1.2459, 0.9544, 0.9818)
N (0.2518, 0.1859, 0.1617)
C (0.1357, 0.7416, -1.2380)
C (-0.3471, -0.3433, -2.2246)
C (-0.9804, 0.1445, 0.9281)
C (-1.9141, -0.9684, 0.5614)
F (-3.0958, -0.5655, 0.7330)
C (-1.4654, -2.2093, 0.2535)
N (-0.0728, -2.2874, 0.1720)
C (0.7839, -1.3024, 0.0873)
Cl (2.4304, -1.6068, 0.0781)
H (1.8801, 2.6710, 1.7898)
H (1.1751, 2.9922, 0.1194)
H (0.1236, 2.7814, 1.4726)
H (1.3696, 0.3980, 2.0009)
H (2.2607, 0.6477, 0.4757)
H (-0.6832, 1.5092, -1.3651)
H (1.1244, 1.1230, -1.5595)
H (-0.7051, -0.0473, -3.1566)
H (0.5131, -0.9598, -2.4235)
H (-1.1458, -1.0044, -1.8545)
H (-1.5521, 1.0645, 0.8364)
H (-0.8003, 0.0456, 1.9560)
H (-1.9246, -3.1049, 0.1249)
H (0.3095, -3.2477, 0.0209)

Cartesian forces, eV/Å:
-0.61 3.06 0.10
3.83 -3.15 0.37
1.04 -1.90 0.04
-1.59 0.30 -2.29
0.98 -1.56 1.82
-1.81 -0.12 -1.15
2.09 -1.05 -0.10
-2.50 -0.35 0.03
0.49 3.50 0.81
1.58 0.41 -0.65
-0.71 0.14 0.51
-0.52 -0.09 -0.38
-0.50 0.33 -0.59
0.43 -0.97 0.82
0.50 -0.66 0.18
-0.73 1.13 -1.59
-1.82 1.32 0.86
1.24 -0.24 1.24
-0.63 -0.07 0.45
-0.38 1.33 -1.45
0.28 -0.58 -0.41
0.26 0.52 0.10
0.28 0.28 -0.34
0.71 -0.22 1.64
-1.78 -2.19 -0.40
-0.11 0.84 0.39

- largest force on an atom (eV Å⁻¹) = 4.98
- HOMO level (Eh) = -0.67042
- gap between HOMO and LUMO (eV) = 8.403
- net charge = +2
- LUMO level (eV) = -9.840
- SMILES = CC[N+]1(CC)CC(F)=C[NH+]=C1Cl

---

Entry 2:
# C8H14ClFO

A single C8H14ClFO molecule (ωB97M-V/def2-TZVPD, OMol25).

CARTESIAN COORDINATES (ANGSTROEM)
C (0.2626, 1.2854, 1.2287)
C (0.3420, -0.0352, 0.2061)
C (-0.7898, -1.1841, 0.4926)
C (-2.3407, -0.7204, 0.2546)
C (-2.5525, 0.5376, -0.7726)
Cl (-2.5214, 0.0110, -2.5885)
C (0.7965, 0.2712, -1.3678)
O (2.1881, -0.1440, -1.6741)
C (2.9263, -0.0375, -0.3754)
F (3.1530, 1.4474, -0.3211)
C (1.8110, -0.6896, 0.6663)
H (-0.2441, 0.9175, 2.2376)
H (1.3563, 1.6602, 1.5024)
H (-0.2827, 2.1998, 0.7374)
H (-0.5083, -2.1443, -0.1191)
H (-0.6969, -1.4596, 1.6505)
H (-2.9484, -0.5100, 1.2565)
H (-2.8984, -1.6522, -0.2416)
H (-1.8713, 1.4687, -0.5736)
H (-3.6717, 0.9171, -0.6035)
H (0.1813, -0.5673, -1.9381)
H (0.4113, 1.3112, -1.7573)
H (4.0076, -0.5295, -0.3390)
H (1.8490, -1.8694, 0.6199)
H (2.0411, -0.4841, 1.8188)

Cartesian forces, eV/Å:
0.18 -0.24 -0.20
3.34 -0.12 1.20
0.18 0.55 0.70
-0.55 -0.75 -0.96
-1.74 0.35 1.30
0.21 0.56 1.85
-2.96 -2.17 -0.53
0.28 0.85 3.48
-1.45 0.34 -1.30
-0.36 -2.89 0.97
0.50 0.25 1.05
0.87 1.00 -2.17
-2.39 -0.87 -0.76
0.79 -1.81 1.13
-0.67 1.93 1.05
-0.06 0.51 -2.52
1.62 -0.19 -2.09
1.10 2.11 1.07
-1.03 -2.11 -0.70
2.51 -0.85 -0.53
1.11 2.06 0.79
1.47 -1.84 0.77
-2.58 1.08 -0.51
0.04 2.37 -0.52
-0.42 -0.13 -2.56

- largest force on an atom (eV Å⁻¹) = 3.71
- HOMO level (Eh) = -0.37648
- gap between HOMO and LUMO (eV) = 10.925
- net charge = 0
- LUMO level (eV) = 0.681
- SMILES = C[C@@]1(CCCCl)CO[C@@H](F)C1

---

Entry 3:
# C8H14ClMgN2O4

A molecular structure, C8H14ClMgN2O4 (ωB97M-V/def2-TZVPD, OMol25).

CARTESIAN COORDINATES (ANGSTROEM)
Mg (-18.1246, 16.7408, -18.3695)
Cl (-13.2773, 15.2283, -16.3987)
O (-12.5920, 14.0155, -16.4826)
O (-13.3184, 15.5871, -15.0277)
O (-12.5842, 16.2948, -17.1157)
O (-14.5788, 15.0835, -16.9181)
C (-14.7854, 10.7367, -9.8173)
C (-13.9680, 11.3322, -11.0065)
C (-12.7596, 10.4864, -11.5098)
C (-11.7119, 10.3775, -10.4830)
N (-10.8811, 10.3332, -9.7038)
H (-14.1219, 10.7111, -8.9529)
H (-15.2944, 9.7848, -9.9688)
H (-15.5624, 11.4244, -9.4836)
H (-13.5681, 12.2910, -10.6767)
H (-14.5627, 11.5000, -11.9045)
H (-12.3147, 10.9402, -12.3954)
H (-13.0615, 9.4669, -11.7494)
C (-6.9952, 11.2492, -16.6663)
C (-5.4752, 11.0575, -16.9689)
C (-5.1936, 9.5611, -16.9811)
C (-5.7854, 8.9106, -18.1669)
N (-6.3024, 8.4183, -19.0569)
H (-7.2894, 10.9153, -15.6713)
H (-7.6759, 10.7893, -17.3827)
H (-7.2563, 12.3070, -16.6984)
H (-4.8713, 11.5753, -16.2237)
H (-5.1833, 11.4919, -17.9250)
H (-5.5948, 9.1212, -16.0680)
H (-4.1055, 9.5050, -16.9504)

Cartesian forces, eV/Å:
0.46 -0.14 0.17
2.33 1.72 0.35
0.79 -1.69 -0.69
-0.37 0.77 1.05
-0.80 -0.63 0.28
-2.41 -0.03 -1.17
0.51 0.78 -0.18
-0.02 -0.65 0.09
-0.26 -0.04 0.92
-0.71 0.19 -0.91
0.67 -0.08 0.75
0.08 -0.53 0.02
0.43 -0.11 -0.24
-0.09 0.23 -0.36
-0.10 0.10 -0.10
-0.33 0.10 0.18
-0.05 -0.02 0.00
-0.12 0.02 -0.17
0.36 1.07 -0.24
-1.80 0.04 0.10
0.65 0.47 -0.05
0.67 0.41 1.29
-0.35 -0.33 -0.73
0.30 -0.23 0.05
0.34 -0.33 -0.15
0.07 0.16 0.03
-0.05 -0.25 0.19
-0.23 0.01 -0.09
0.04 -0.23 -0.11
0.00 -0.80 -0.27

- relative energy (zero: lowest compared OMol25 entry of this formula, charge and spin) (eV) = 3.9795
- largest force on an atom (eV Å⁻¹) = 2.92
- HOMO level (Eh) = -0.45943
- gap between HOMO and LUMO (eV) = 1.997
- net charge = +1
- LUMO level (eV) = -10.504

---

Entry 4:
# C8H14ClN5

2 unconnected molecules or ions with the total composition C8H14ClN5 (ωB97M-V/def2-TZVPD, OMol25).

CARTESIAN COORDINATES (ANGSTROEM)
C (-2.0964, -0.2175, -1.1060)
C (-0.8074, -0.7672, -0.5433)
C (-1.3673, -1.6769, 0.4739)
N (0.0433, 0.1201, 0.1652)
C (-0.3996, 0.9681, 1.0187)
N (-1.7115, 1.0508, 1.4579)
C (-2.0049, 2.1068, 2.2032)
N (-1.1359, 2.9795, 2.6544)
C (0.1090, 2.8828, 2.3431)
N (0.5271, 1.9175, 1.5649)
H (-2.6516, 0.2524, -0.3654)
H (-1.9248, 0.5865, -1.8761)
H (-2.5094, -1.0017, -1.6410)
H (-0.1969, -1.2710, -1.3449)
H (-1.6401, -1.2827, 1.3932)
H (-0.6311, -2.5024, 0.8052)
H (-2.2616, -2.2110, 0.0316)
H (-3.0137, 2.2560, 2.5217)
H (0.8364, 3.6007, 2.6872)
H (1.4754, 1.8446, 1.2693)
C (4.1127, 0.0882, -0.2528)
C (3.4467, -0.7731, 0.7732)
N (2.9245, -0.0824, 1.7225)
Cl (2.4182, -0.8538, 3.1548)
H (5.1458, 0.2507, 0.2102)
H (4.2074, -0.4749, -1.1909)
H (3.5031, 0.9900, -0.2776)
H (3.5755, -1.7989, 0.8940)

Cartesian forces, eV/Å:
2.46 2.82 -2.78
-0.38 -0.03 0.20
0.65 -5.82 -0.46
1.34 2.64 0.53
0.41 -1.12 -1.05
-0.55 1.77 0.90
0.62 -2.72 -1.41
0.17 2.83 1.72
-0.24 -0.20 -0.16
-0.51 -1.10 -0.73
-1.40 0.16 1.24
0.10 -0.51 0.50
-1.48 -1.42 -0.75
-0.68 0.31 0.84
-0.72 1.39 1.27
-0.85 0.97 -0.70
0.93 0.26 0.75
-0.65 -0.12 0.02
0.11 0.13 0.19
0.72 -0.34 -0.11
0.83 -1.14 0.65
-0.42 2.54 2.07
0.25 0.20 -0.96
-0.14 -0.52 -0.08
-1.23 0.15 -1.01
-0.02 0.64 0.05
0.50 0.13 -0.52
0.21 -1.89 -0.23

- relative energy (zero: lowest compared OMol25 entry of this formula, charge and spin) (eV) = 0.0000
- largest force on an atom (eV Å⁻¹) = 5.87
- HOMO level (Eh) = -0.30508
- gap between HOMO and LUMO (eV) = 8.702
- net charge = 0
- LUMO level (eV) = 0.401
- SMILES = CC(C)/N=c1\ncnc[nH]1.C/C=N/Cl

---

Entry 5:
# C8H14F5INO7S3

A molecular structure, C8H14F5INO7S3 (ωB97M-V/def2-TZVPD, OMol25).

CARTESIAN COORDINATES (ANGSTROEM)
O (-3.0809, -2.3684, -2.8972)
S (-1.8318, -1.7801, -2.5167)
O (-1.7221, -1.7353, -1.0779)
I (-1.9349, 0.4829, -3.4104)
N (-0.6759, -2.6823, -3.2047)
S (0.7927, -1.9598, -3.3470)
O (0.8795, -1.0766, -4.4800)
O (1.7481, -3.0242, -3.5234)
C (1.3146, -1.1222, -1.8217)
C (1.9569, 0.2774, -2.0214)
C (1.2092, 1.3648, -1.1967)
C (1.1731, 2.7362, -1.8402)
F (0.6482, 2.7492, -3.0636)
F (0.3765, 3.5178, -1.0614)
C (2.5337, 3.4627, -1.9099)
F (2.3705, 4.5682, -2.6408)
F (3.4550, 2.7567, -2.5180)
F (2.9644, 3.8443, -0.7310)
H (0.5244, -1.0470, -1.0716)
H (2.0819, -1.7542, -1.3782)
H (1.9623, 0.6092, -3.0603)
H (2.9838, 0.2355, -1.6573)
H (0.1668, 1.0587, -1.0860)
H (1.5922, 1.4801, -0.1798)
O (-0.8207, -0.0903, 1.5498)
S (-1.5923, -1.0022, 2.3359)
O (-3.0053, -0.8448, 2.4805)
O (-0.9346, -1.0905, 3.8000)
C (-0.7520, 0.1321, 4.5253)
C (-2.0556, 0.6696, 5.0861)
C (-1.2522, -2.6504, 1.8299)
H (-0.2577, 0.8740, 3.8941)
H (-0.0723, -0.0996, 5.3450)
H (-2.7308, 0.9772, 4.2888)
H (-1.8679, 1.5357, 5.7232)
H (-2.5682, -0.0972, 5.6678)
H (-0.1763, -2.7820, 1.7524)
H (-1.7223, -2.7905, 0.8575)
H (-1.6802, -3.3349, 2.5588)

Cartesian forces, eV/Å:
-0.63 0.21 -0.86
-0.54 -3.11 0.04
0.87 1.18 0.41
0.09 0.19 0.08
0.49 2.54 0.72
0.79 -1.68 -1.24
-0.82 1.40 0.31
0.15 -0.90 0.85
0.32 0.90 0.46
-0.44 0.44 0.51
-0.06 -0.51 -0.50
0.30 -0.55 1.35
-0.07 -0.21 -0.72
-0.17 0.50 0.14
-1.25 0.67 -0.92
-0.09 0.77 -0.31
0.89 -0.96 -0.24
0.42 -0.10 1.15
-0.25 -0.19 -0.37
-0.20 -0.40 -0.32
0.01 -0.44 -0.08
0.06 -0.01 -0.30
-0.06 0.20 -0.03
0.10 -0.01 -0.10
-0.08 0.34 0.15
0.22 -0.68 -0.19
-0.06 0.29 -0.01
0.06 -0.15 -0.05
-0.08 0.52 0.28
-0.19 0.02 -0.15
-0.01 -0.17 0.10
-0.05 -0.10 -0.13
0.04 -0.24 -0.13
0.03 0.00 0.00
0.09 -0.05 0.02
0.06 0.01 0.05
-0.01 0.04 -0.01
0.04 0.17 -0.03
0.01 0.06 0.05

- largest force on an atom (eV Å⁻¹) = 3.16
- HOMO level (Eh) = -0.22764
- gap between HOMO and LUMO (eV) = 8.627
- net charge = -1
- LUMO level (eV) = 2.433

---

Entry 6:
# C8H14F6NiO8

A molecular structure, C8H14F6NiO8 (ωB97M-V/def2-TZVPD, OMol25).

CARTESIAN COORDINATES (ANGSTROEM)
Ni (0.9027, -1.8885, -0.6649)
O (2.0409, -2.8699, 0.9029)
H (1.5807, -3.6312, 1.2828)
O (2.0147, -3.0846, -1.8021)
H (2.0162, -3.2662, -2.7493)
O (-0.9921, -1.7726, -0.2840)
H (-1.7526, -1.2100, -0.1293)
O (2.0879, -0.3926, -0.1131)
H (2.1707, 0.5385, -0.3498)
C (-1.8189, 0.9930, 2.1372)
C (-0.3559, 0.5507, 2.0650)
O (0.1139, 0.4411, 3.4208)
C (1.3602, 0.1638, 3.7138)
O (2.2264, -0.1907, 2.9527)
C (1.6740, 0.1655, 5.2178)
F (0.5680, 0.2524, 5.9689)
F (2.3400, -0.9196, 5.5687)
F (2.4716, 1.2419, 5.4149)
H (-2.3441, 0.4004, 2.8882)
H (-2.2733, 0.9069, 1.1515)
H (-1.9332, 2.0178, 2.5006)
H (0.2960, 1.3042, 1.6216)
H (-0.2267, -0.4138, 1.5735)
C (-1.5548, 2.3878, -1.6774)
C (-1.8594, 0.9582, -2.1621)
O (-1.2409, 0.7179, -3.4151)
C (-0.2297, -0.1787, -3.4277)
O (0.2745, -0.6962, -2.4917)
C (0.2365, -0.4616, -4.8791)
F (0.1960, -1.7616, -5.1488)
F (-0.4601, 0.2729, -5.7576)
F (1.5193, -0.0861, -5.0727)
H (-1.7040, 3.2062, -2.3822)
H (-0.5502, 2.4747, -1.2579)
H (-2.1912, 2.6611, -0.8306)
H (-2.9363, 1.0055, -2.3442)
H (-1.6668, 0.1632, -1.4413)

Cartesian forces, eV/Å:
2.65 -0.89 1.12
-1.04 0.11 0.19
-0.05 0.03 -0.20
-0.15 -0.39 -0.55
-0.27 0.36 0.01
-1.16 -0.06 0.18
0.17 0.01 0.18
-0.18 0.78 -0.07
-0.31 -0.13 -0.30
0.55 0.05 0.49
0.26 0.16 -0.16
-0.98 0.58 1.70
1.35 -1.94 -2.07
-0.67 0.99 1.07
-0.43 0.43 -1.42
0.24 0.27 0.58
0.15 -0.13 0.38
-0.17 -0.01 0.85
-0.11 -0.36 -0.34
-0.10 -0.12 0.07
0.21 0.17 -0.21
-0.14 -0.25 -0.53
0.12 0.06 -0.29
0.66 -0.13 1.08
-1.07 1.64 0.47
0.36 -0.47 -0.67
0.00 0.08 0.41
-0.13 0.33 -0.84
1.05 0.60 0.40
-0.62 0.14 -0.29
-0.50 -0.55 -0.49
-0.10 0.01 0.40
0.01 -0.42 -0.52
0.18 -0.10 -0.28
-0.23 -0.37 0.02
-0.04 -0.56 -0.34
0.51 0.08 -0.01

- largest force on an atom (eV Å⁻¹) = 3.14
- HOMO level (alpha / beta) (Eh) = 0.02018 / 0.02353
- gap between HOMO and LUMO (alpha / beta) (eV) = 4.214 / 4.123
- net charge = -2
- LUMO level (alpha / beta) (eV) = 4.763 / 4.763
- 2S+1 = 3